Run P
One molecule with the formula C4H9F2N, computed with ωB97M-V/def2-TZVPD.

## Properties
SMILES: CN[C@H](C)C(F)F
Gap between HOMO and LUMO in eV: 10.2
HOMO level in Ha: -0.337

ORCA input file:
```
! wB97M-V def2-TZVPD RIJCOSX def2/J DEFGRID3
* xyz 0 1
C -0.13961 0.47300 2.10281
N 0.06860 -0.51217 0.97584
C 0.43686 0.15236 -0.31423
C -0.57243 1.03435 -1.01637
C 0.74369 -1.34435 -1.19085
F -0.48945 -1.53217 -1.78789
F 1.73278 -1.50031 -2.12003
H -0.70804 1.27947 1.61370
H -0.65245 -0.00352 2.95538
H 0.84822 0.88135 2.29404
H -0.81479 -1.07450 0.89174
H 1.42787 0.67570 -0.19607
H -1.51836 0.37492 -1.15837
H -0.29167 1.26979 -2.04102
H -0.77848 2.04469 -0.55786
H 0.70725 -2.21860 -0.45082
*
```

Run Q
A 2-piece molecular cluster, C4H9F2N overall, computed with ωB97M-V/def2-TZVPD.

## Properties
Gap between HOMO and LUMO (spin up / spin down) in eV: 9.9 / 9.9
HOMO level (spin up / spin down) in Ha: -0.350 / -0.350

ORCA input file:
```
! wB97M-V def2-TZVPD RIJCOSX def2/J DEFGRID3
* xyz 0 1
C 1.14334 -1.48269 0.50166
C -0.46093 1.78672 -0.22734
C -1.38508 -0.48700 0.00668
C 0.95157 -0.04043 0.24122
N -0.31733 0.42353 0.26056
F 1.84975 0.81402 0.65951
F 1.54729 0.23381 -1.90275
H 2.08026 -1.78210 0.15629
H 1.20228 -1.69691 1.54570
H 0.30300 -2.00355 0.02567
H 0.06430 2.52157 0.47988
H -0.37373 1.78154 -1.41005
H -1.47812 2.05873 0.07245
H -1.67880 -1.20731 0.78263
H -2.32824 0.07931 -0.17002
H -1.11956 -0.99922 -1.02210
*
```

Least stable: run Q

Run P
An isolated ion of composition CH3Cl2N4 and charge +1, computed with ωB97M-V/def2-TZVPD.

## Properties
SMILES: ClN1NC=[NH+]N1Cl
Gap between HOMO and LUMO in eV: 9.9
HOMO level in Ha: -0.561

ORCA input file:
```
! wB97M-V def2-TZVPD RIJCOSX def2/J DEFGRID3
* xyz 1 1
Cl -0.42442 -2.56280 -0.04019
N 0.31676 -1.08887 -0.76078
N -0.60988 -0.06922 -0.98062
C -0.67244 0.75962 0.04566
N 0.19561 0.45087 0.92884
N 1.13758 -0.53951 0.53673
Cl 2.50451 0.44994 -0.07666
H -1.27655 0.02384 -1.70112
H -1.18556 1.74305 0.16158
H 0.01438 0.83308 1.88658
*
```

Run Q
CH3Cl2N4 as an isolated structure, computed with ωB97M-V/def2-TZVPD.

## Properties
Gap between HOMO and LUMO in eV: 9.1
HOMO level in Ha: -0.534

ORCA input file:
```
! wB97M-V def2-TZVPD RIJCOSX def2/J DEFGRID3
* xyz 1 1
C -1.12291 -0.58318 -0.25333
N -1.01498 -0.43336 1.00561
N 1.07702 0.25698 -0.11221
N -0.02445 -0.24059 -0.97106
N 0.56733 0.41072 1.11746
Cl 0.30673 -0.20874 -2.70896
Cl 0.12106 2.05407 1.56378
H -1.98003 -0.89047 -0.83402
H 1.23802 1.28597 -0.51529
H 1.07286 0.05457 1.85717
*
```

Least stable: run Q

Run P
An isolated ion of composition C2H6NO and charge -1, computed with ωB97M-V/def2-TZVPD.

## Properties
SMILES: CNC[O-]
Gap between HOMO and LUMO in eV: 6.9
HOMO level in Ha: -0.079

ORCA input file:
```
! wB97M-V def2-TZVPD RIJCOSX def2/J DEFGRID3
* xyz -1 1
C 0.57306 0.97232 0.44902
N -0.65922 0.36466 -0.00424
C -0.41005 -0.97904 -0.61650
O -0.05666 -1.92616 0.26829
H 1.32105 0.93167 -0.34373
H 0.42251 2.03942 0.65058
H 1.02663 0.50497 1.33464
H -1.21086 0.11355 0.81244
H -1.35698 -1.23081 -1.14315
H 0.35052 -0.79058 -1.40734
*
```

Run Q
An isolated ion of composition C2H6NO and charge -1, computed with ωB97M-V/def2-TZVPD.

## Properties
SMILES: CNC[O-]
Gap between HOMO and LUMO in eV: 6.9
HOMO level in Ha: -0.082

ORCA input file:
```
! wB97M-V def2-TZVPD RIJCOSX def2/J DEFGRID3
* xyz -1 1
C 0.52312 1.05406 -0.40244
N 0.55456 -0.13848 0.41187
C -0.76035 -0.96437 0.42513
O -0.76672 -1.96554 -0.43825
H -0.12814 0.97416 -1.28633
H 1.55142 1.35851 -0.62381
H 0.17613 1.92059 0.19191
H 1.21732 -0.77672 -0.00078
H -1.52902 -0.17979 0.22438
H -0.83831 -1.28243 1.49832
*
```

Least stable: run Q

Run P
C2H7NO2S2 as an isolated structure, computed with ωB97M-V/def2-TZVPD.

## Properties
Gap between HOMO and LUMO in eV: 9.8
HOMO level in Ha: -0.350

ORCA input file:
```
! wB97M-V def2-TZVPD RIJCOSX def2/J DEFGRID3
* xyz 0 1
C 0.96141 1.55994 -1.09666
C -2.27789 -0.82714 1.16507
N 1.11685 0.82361 -0.06361
O 3.20065 -0.85682 -1.34505
O 2.48216 -1.45393 0.98667
S -2.36806 0.33756 -0.17199
S 3.05632 -0.49093 0.06960
H 1.84929 1.76836 -1.69544
H 0.08586 2.14608 -1.47836
H -1.68943 -0.39436 -1.16369
H -1.18956 -1.20107 1.24780
H -2.87859 -1.62878 0.96838
H -2.58498 -0.30855 2.09977
H 0.23596 0.52602 0.47751
*
```

Run Q
One molecule with the formula C2H7NO2S2, computed with ωB97M-V/def2-TZVPD.

## Properties
SMILES: CN(S)S(C)(=O)=O
Gap between HOMO and LUMO in eV: 9.6
HOMO level in Ha: -0.329

ORCA input file:
```
! wB97M-V def2-TZVPD RIJCOSX def2/J DEFGRID3
* xyz 0 1
C -0.43078 0.91578 1.47920
N -0.34231 0.85094 0.03521
S -1.23900 1.77300 -0.96991
S 0.91703 -0.25391 -0.73757
C 0.02425 -1.92386 -0.65352
O 2.02405 -0.25713 0.12693
O 1.08612 0.05444 -2.13245
H 0.55117 1.24804 1.79219
H -1.28863 1.40396 1.86839
H -0.46672 -0.16240 1.79572
H -0.58829 2.91669 -0.60499
H -0.45851 -1.99028 0.29915
H -0.65239 -2.02495 -1.55173
H 0.86402 -2.55033 -0.74662
*
```

Least stable: run Q

Run P
An isolated ion of composition C7H10 and charge +1, computed with ωB97M-V/def2-TZVPD.

## Properties
Gap between HOMO and LUMO (spin up / spin down) in eV: 8.4 / 5.4
HOMO level (spin up / spin down) in Ha: -0.500 / -0.498

ORCA input file:
```
! wB97M-V def2-TZVPD RIJCOSX def2/J DEFGRID3
* xyz 1 2
C -1.89749 1.51637 0.63171
C -2.23905 1.69591 -0.64877
C -0.77655 0.69473 1.21650
C -0.10120 -0.18999 0.16113
C 1.20817 -0.49480 0.46672
C 2.18389 -1.13118 -0.43015
C 1.82084 -2.08155 -1.31481
H -2.71283 1.74025 1.31214
H -3.26666 1.83414 -0.96171
H -1.56816 1.44462 -1.46942
H 0.08249 1.31893 1.49426
H -1.22739 0.12132 2.02984
H -0.68005 -0.65985 -0.62783
H 1.65679 -0.46804 1.46006
H 3.12171 -0.57887 -0.36824
H 0.73910 -2.07986 -1.44392
H 2.57382 -2.73225 -1.74182
*
```

Run Q
An isolated ion of composition C7H10 and charge +1, computed with ωB97M-V/def2-TZVPD.

## Properties
Gap between HOMO and LUMO (spin up / spin down) in eV: 7.6 / 6.8
HOMO level (spin up / spin down) in Ha: -0.507 / -0.507

ORCA input file:
```
! wB97M-V def2-TZVPD RIJCOSX def2/J DEFGRID3
* xyz 1 2
C 0.02115 -2.13274 -0.22503
C -0.66276 -0.88404 0.23806
C -1.33908 -0.53741 1.33455
C -1.01120 1.20855 -1.03945
C -0.13419 0.35415 -0.46880
C 1.24235 0.71437 -0.31582
C 1.76791 1.82570 0.32080
H 0.72008 -2.02938 -1.05543
H 0.51646 -2.60570 0.61935
H -0.60842 -2.92721 -0.63610
H -2.23898 -0.95414 1.75926
H -1.21443 0.50548 1.61686
H -0.93470 2.23397 -1.36449
H -1.90730 0.65431 -1.31372
H 1.90954 -0.03904 -0.73350
H 2.29391 1.76957 1.27167
H 1.57967 2.84356 -0.00824
*
```

Least stable: run Q

Run P
An isolated ion of composition C5H13N2 and charge +2, computed with ωB97M-V/def2-TZVPD.

## Properties
Gap between HOMO and LUMO (spin up / spin down) in eV: 10.4 / 8.8
HOMO level (spin up / spin down) in Ha: -0.702 / -0.749

ORCA input file:
```
! wB97M-V def2-TZVPD RIJCOSX def2/J DEFGRID3
* xyz 2 2
C 0.03759 1.81467 -0.56749
C 1.04521 1.26777 0.58423
C 1.41040 -0.24502 0.56356
N -0.77924 -2.12658 -0.84126
C -0.80207 -1.68108 0.47437
C 0.32924 -1.18645 1.08958
N -1.29273 1.21392 -0.81694
H -0.13899 2.86578 -0.45657
H 0.69236 1.65082 -1.47306
H 0.64319 1.45263 1.59778
H 1.98257 1.81934 0.45444
H 1.70826 -0.70386 -0.38968
H 2.29767 -0.42766 1.24840
H 0.07625 -2.36616 -1.36788
H -1.24085 -3.04954 -0.77226
H -1.48694 -2.22754 1.11133
H 0.43606 -1.36831 2.14686
H -1.79831 1.84728 -1.44658
H -1.87853 1.20495 0.03275
H -1.24114 0.24504 -1.17159
*
```

Run Q
An isolated ion of composition C5H13N2 and charge +2, computed with ωB97M-V/def2-TZVPD.

## Properties
Gap between HOMO and LUMO (spin up / spin down) in eV: 12.0 / 5.9
HOMO level (spin up / spin down) in Ha: -0.728 / -0.727

ORCA input file:
```
! wB97M-V def2-TZVPD RIJCOSX def2/J DEFGRID3
* xyz 2 2
C -2.29490 0.14466 0.55320
C -1.52070 -1.09403 0.32551
C -0.08907 -0.95378 1.22544
C 0.79244 0.13406 0.73681
N 1.34708 1.54613 -1.86770
C 1.98077 0.49699 -1.40096
N 1.61392 -0.31016 -0.41735
H -1.76517 1.02360 0.24610
H -3.22396 -0.02175 -0.01205
H -2.64821 0.23308 1.56833
H -2.11480 -1.93108 0.68182
H -1.17807 -1.23065 -0.69727
H -0.42611 -0.72444 2.24477
H 0.27781 -1.97271 1.25697
H 1.46229 0.45387 1.54327
H 0.30434 1.05969 0.43968
H 0.68093 2.17160 -1.43477
H 1.58424 1.72337 -2.84005
H 2.88548 0.24484 -1.95178
H 2.33170 -0.99330 -0.19999
*
```

Least stable: run Q